(1)
This record from the OMol25 dataset describes 7 unconnected molecules or ions with the total composition C25H47NO8. The level of theory is wB97M-V/def2-TZVPD.

Values from the calculation:
Orbital gap   9.8 eV
Spin multiplicity   1
SMILES string   [H]/N=C(/C)C[C@H]1CCOC1=O.CC(C)=O.CC(C)=O.CC(C)=O.CC(C)=O.CC(C)=O.CC(C)=O
DFT total energy   -44557.291 eV
Highest occupied orbital energy   -9.2 eV

```
81
Properties=species:S:1:pos:R:3:forces:R:3:lowdin_charge:R:1
H 1.8020 3.6194 -4.2738 0.05 -0.11 0.04 0.05
N 2.2624 2.7902 -3.8873 -0.36 -0.18 0.06 0.13
C 1.4024 1.9873 -3.3986 0.24 0.09 -0.05 -0.40
C 1.9227 0.7059 -2.7753 -0.02 0.05 0.16 -0.03
C -0.0854 2.3293 -3.3527 -0.06 0.14 -0.06 -0.09
C -1.0668 1.1763 -3.2263 -0.09 -0.14 0.31 -0.24
C -2.5772 1.4579 -3.3287 0.14 -0.25 -0.41 -0.10
C -3.0687 0.0051 -3.3257 0.10 0.11 0.28 -0.15
O -2.1230 -0.6600 -4.2093 -0.43 0.15 0.13 0.01
C -0.9888 0.0865 -4.2760 -0.54 0.21 0.28 -0.47
O -0.1662 -0.1143 -5.1073 0.86 -0.18 -0.39 0.16
H 2.4172 0.1089 -3.5482 -0.10 0.12 0.14 0.09
H 2.6635 0.9611 -2.0048 -0.15 -0.06 -0.26 0.08
H 1.1461 0.0944 -2.3063 0.10 0.13 -0.12 0.06
H -0.3163 2.9409 -4.2362 0.03 -0.12 0.14 0.13
H -0.2206 2.9810 -2.4723 -0.02 -0.16 -0.23 0.14
H -0.9191 0.6586 -2.2666 0.04 0.18 -0.08 0.12
H -2.7741 1.8543 -4.3388 -0.10 0.21 0.35 0.13
H -3.0141 2.1199 -2.5754 0.16 -0.28 -0.01 0.13
H -2.9707 -0.4442 -2.3269 -0.14 0.14 -0.21 0.11
H -4.0816 -0.1377 -3.7154 0.29 -0.02 -0.03 0.12
C 6.0660 7.1173 -3.6881 -0.04 0.05 0.07 -0.03
C 5.1435 6.1283 -3.0111 0.02 -0.01 -0.04 -0.51
C 5.1692 4.7152 -3.5368 -0.08 0.01 0.14 -0.03
O 4.4247 6.4630 -2.0988 0.00 0.00 0.00 0.06
H 5.9596 8.0966 -3.2278 0.00 -0.01 0.00 0.08
H 7.1010 6.7817 -3.6020 0.00 -0.02 -0.04 0.08
H 5.8271 7.1833 -4.7510 0.03 -0.03 -0.02 0.08
H 6.1771 4.3045 -3.4478 0.02 0.01 -0.06 0.08
H 4.8963 4.7033 -4.5933 0.05 -0.01 -0.03 0.08
H 4.4680 4.0915 -2.9894 -0.01 0.00 -0.03 0.06
C 0.4813 -1.0686 1.0931 -0.01 0.06 -0.12 -0.02
C -0.8036 -1.3677 0.3720 -0.04 0.01 -0.02 -0.48
C -1.4962 -2.6569 0.7178 -0.09 0.10 -0.05 -0.01
O -1.2628 -0.6034 -0.4545 0.01 -0.02 -0.02 0.04
H 0.8861 -0.1151 0.7632 0.00 0.00 0.01 0.08
H 0.3116 -1.0252 2.1687 0.04 -0.03 0.02 0.07
H 1.2031 -1.8641 0.8971 -0.01 -0.03 0.06 0.09
H -1.7361 -2.6708 1.7828 0.06 -0.04 0.02 0.09
H -0.8414 -3.5031 0.5103 -0.01 -0.04 0.04 0.07
H -2.4124 -2.7615 0.1401 0.03 -0.01 0.00 0.08
C 1.9001 0.7072 6.0593 0.02 -0.06 -0.07 -0.02
C 1.0930 1.2408 4.9021 0.03 -0.02 -0.02 -0.49
C 0.2826 2.4881 5.1429 -0.05 -0.05 -0.22 -0.02
O 1.1011 0.6885 3.8242 -0.02 0.00 0.03 0.06
H 2.4310 -0.1903 5.7502 0.00 0.01 0.00 0.08
H 2.6072 1.4657 6.3970 -0.03 0.02 0.05 0.08
H 1.2407 0.4795 6.8985 0.01 0.05 0.03 0.08
H 0.9315 3.3082 5.4488 0.00 -0.01 0.10 0.08
H -0.4348 2.3222 5.9473 0.05 0.03 0.07 0.08
H -0.2426 2.7480 4.2263 -0.01 0.02 0.03 0.08
C 2.8284 3.7641 10.0454 0.01 0.04 -0.10 -0.02
C 1.6755 3.1421 9.2974 0.01 0.00 0.02 -0.50
C 0.7266 2.2892 10.1038 -0.04 0.00 -0.09 -0.02
O 1.5197 3.3148 8.1108 0.00 -0.01 0.01 0.06
H 3.4379 4.3505 9.3625 0.00 0.00 0.01 0.08
H 2.4526 4.4055 10.8444 0.01 -0.03 0.03 0.09
H 3.4386 2.9850 10.5056 -0.02 0.00 0.04 0.09
H 0.2811 2.8809 10.9052 0.03 -0.01 0.03 0.09
H 1.2686 1.4618 10.5653 0.00 0.02 0.04 0.09
H -0.0585 1.8989 9.4606 0.01 0.00 0.01 0.08
C -5.8108 -5.2096 -4.1880 -0.04 -0.03 0.11 -0.03
C -5.0683 -4.2995 -3.2361 0.01 0.03 -0.09 -0.51
C -3.9994 -3.4222 -3.8384 0.01 0.01 0.18 -0.02
O -5.3210 -4.2796 -2.0545 0.01 -0.03 0.03 0.06
H -6.5488 -5.7918 -3.6415 0.00 0.01 -0.01 0.08
H -6.3074 -4.6180 -4.9589 0.03 -0.01 -0.03 0.08
H -5.1114 -5.8816 -4.6893 0.01 0.03 -0.04 0.08
H -4.4261 -2.7784 -4.6093 0.03 -0.04 -0.06 0.09
H -3.2289 -4.0360 -4.3098 -0.02 0.03 -0.06 0.09
H -3.5435 -2.8092 -3.0648 0.01 -0.03 -0.02 0.07
C -0.6949 -7.0762 -2.4080 0.07 0.07 0.05 -0.02
C -1.5967 -6.5078 -1.3396 -0.10 -0.03 -0.02 -0.49
C -3.0338 -6.9706 -1.3480 0.05 0.05 0.08 -0.01
O -1.1913 -5.7199 -0.5183 0.07 0.01 0.02 0.06
H 0.3076 -6.6699 -2.2994 -0.01 0.00 0.00 0.08
H -0.6612 -8.1641 -2.3279 -0.03 -0.01 -0.03 0.08
H -1.0843 -6.8282 -3.3971 -0.02 -0.04 -0.01 0.08
H -3.0783 -8.0539 -1.2219 0.01 -0.02 -0.04 0.09
H -3.4930 -6.7331 -2.3091 -0.03 -0.03 0.00 0.07
H -3.5859 -6.4832 -0.5483 -0.01 0.01 -0.05 0.09
```
Forces are in eV/Å.



(2)
This record from the OMol25 dataset describes a molecular structure, C25H48As3BN2O7SSn. The level of theory is wB97M-V/def2-TZVPD.

Values from the calculation:
Orbital gap   8.1 eV
Spin multiplicity   1
Energy relative to the best compared isomer or geometry (same formula, charge and spin)   0.0 kJ/mol
DFT total energy   -243877.694 eV
Highest occupied orbital energy   -7.7 eV

```
88
Properties=species:S:1:pos:R:3:forces:R:3:lowdin_charge:R:1
Sn -0.7380 -0.1122 0.7812 -0.02 -0.01 0.04 0.99
C 3.9815 -0.8462 3.5695 0.00 0.01 0.02 -0.33
As 2.3970 -1.0499 2.4304 -0.02 0.00 0.00 1.08
C 1.2007 -1.7697 3.7999 -0.02 0.01 0.02 -0.32
C 2.8196 -2.7939 1.6150 -0.01 -0.03 0.00 -0.35
C 3.4698 -2.7892 0.2222 0.01 0.01 0.00 -0.69
C 4.0695 -4.1849 -0.0053 0.01 0.01 -0.01 -0.07
C 2.4269 -2.5871 -0.8861 0.02 0.01 -0.01 -0.34
As 1.2959 -0.9867 -1.0151 0.01 0.03 0.02 1.05
C 0.4224 -1.4697 -2.6801 -0.02 -0.02 -0.01 -0.26
C 2.4819 0.4114 -1.6747 0.00 -0.01 0.01 -0.30
C 4.5888 -1.7413 0.1683 0.00 -0.02 0.00 -0.40
As 5.6432 -1.6493 -1.5043 -0.01 -0.01 -0.02 1.11
C 6.4149 0.1129 -1.1206 0.01 0.01 0.00 -0.34
C 7.1983 -2.6914 -0.9167 0.01 0.00 0.01 -0.34
H 4.2199 -1.7885 4.0638 0.00 0.00 0.00 0.03
H 3.7734 -0.0901 4.3267 0.02 0.00 0.00 0.02
H 4.8377 -0.5201 2.9806 -0.01 0.00 0.00 0.01
H 1.6890 -2.5802 4.3423 0.00 0.00 0.00 0.03
H 0.2998 -2.1497 3.3192 0.01 0.01 -0.01 0.00
H 0.9225 -0.9816 4.4992 0.00 -0.01 0.00 0.02
H 1.8800 -3.3499 1.5802 0.00 0.00 0.00 0.07
H 3.4792 -3.3077 2.3209 0.00 0.00 0.00 0.08
H 3.3065 -4.9541 0.1269 0.00 0.00 0.00 0.09
H 4.8763 -4.3778 0.7055 0.00 0.00 0.00 0.09
H 4.4712 -4.2832 -1.0173 0.01 0.00 0.00 0.07
H 1.6957 -3.3979 -0.8285 0.00 0.00 0.00 0.08
H 2.9176 -2.6580 -1.8613 -0.02 0.00 0.00 0.05
H 1.1726 -1.7608 -3.4158 0.00 0.00 0.00 0.04
H -0.1505 -0.6192 -3.0445 0.01 0.00 0.00 0.01
H -0.2628 -2.2972 -2.5035 0.00 -0.01 0.00 0.04
H 3.1601 0.0132 -2.4301 0.00 -0.01 0.01 0.02
H 3.0589 0.8442 -0.8585 0.02 0.01 0.00 0.00
H 1.8500 1.1827 -2.1153 0.01 0.00 0.00 0.02
H 5.2913 -1.9144 0.9905 -0.01 0.00 -0.01 0.07
H 4.1725 -0.7404 0.3125 -0.01 0.02 0.00 0.03
H 5.6616 0.8857 -1.2713 0.00 0.00 0.00 0.00
H 7.2424 0.3030 -1.8029 0.00 0.00 0.00 0.02
H 6.7802 0.1610 -0.0938 0.00 0.00 0.00 0.02
H 6.9569 -3.7527 -0.9018 -0.01 -0.01 0.00 0.01
H 7.5177 -2.3803 0.0786 0.00 0.00 0.00 0.02
H 8.0161 -2.5350 -1.6196 0.00 0.00 0.00 0.02
N 0.9605 2.0957 1.0225 0.00 -0.02 -0.03 -0.07
C 0.6641 3.1003 2.0411 0.01 0.01 -0.01 -0.14
C -0.7780 3.5727 1.9805 -0.02 -0.02 0.02 -0.45
O -1.1180 4.7161 1.9915 0.01 0.01 -0.01 0.17
O -1.6237 2.5144 1.9804 0.03 0.00 0.02 0.12
H 1.8176 1.5996 1.2424 0.00 0.01 0.01 0.01
H 1.0509 2.5174 0.1042 -0.01 -0.01 0.00 0.05
H 1.2934 3.9899 1.9868 0.00 -0.01 0.00 0.13
H 0.8022 2.6410 3.0234 -0.01 0.01 0.00 0.13
C -5.5403 0.5026 0.3499 0.00 -0.01 0.02 0.01
C -4.9779 1.5519 1.2854 0.02 0.05 -0.02 -0.44
C -5.6445 1.4655 2.6507 0.00 0.01 0.00 0.00
O -3.5647 1.2820 1.4993 -0.02 0.00 -0.01 0.11
B -2.9521 2.5043 1.5727 -0.02 -0.03 -0.01 -0.87
O -3.7383 3.5639 1.2642 0.00 0.02 0.00 0.19
C -4.9589 3.0043 0.6972 0.01 -0.01 0.03 -0.44
C -4.7942 3.0367 -0.8144 0.00 -0.01 0.01 0.01
C -6.1238 3.8723 1.1274 0.00 0.00 -0.02 0.00
H -5.4739 -0.4780 0.8220 0.00 0.00 0.00 0.10
H -4.9924 0.4707 -0.5884 -0.01 0.00 -0.01 0.07
H -6.5909 0.7101 0.1368 0.00 0.00 0.00 0.10
H -5.4573 0.4765 3.0686 0.00 0.00 0.00 0.10
H -6.7222 1.6125 2.5755 0.00 0.00 0.00 0.09
H -5.2373 2.2101 3.3360 0.00 0.00 0.00 0.10
H -3.9512 2.4238 -1.1343 -0.01 0.01 0.00 0.06
H -4.6012 4.0646 -1.1210 0.00 0.01 0.00 0.10
H -5.6963 2.6857 -1.3168 0.00 0.00 -0.01 0.10
H -6.1615 3.9900 2.2082 0.00 0.00 0.00 0.09
H -7.0654 3.4381 0.7854 0.00 0.00 0.00 0.10
H -6.0205 4.8601 0.6789 0.00 0.00 0.00 0.10
S -1.1660 1.5702 -1.1134 -0.02 0.04 -0.03 0.57
C -2.1013 1.0387 -2.5230 0.01 -0.02 0.01 -0.66
C -3.0484 0.0173 -2.4942 0.03 0.00 0.00 -0.13
C -3.7607 -0.3073 -3.6405 0.00 -0.01 0.01 -0.08
C -3.5499 0.3826 -4.8252 0.00 0.00 0.00 -0.10
C -2.6113 1.4047 -4.8568 0.01 0.01 -0.01 -0.09
C -1.8895 1.7287 -3.7184 -0.02 -0.02 0.00 -0.14
H -3.2110 -0.5436 -1.5862 0.00 0.00 0.01 0.08
H -4.4850 -1.1116 -3.6012 0.00 0.00 0.00 0.11
H -4.1089 0.1263 -5.7156 0.00 0.00 0.00 0.10
H -2.4348 1.9529 -5.7738 0.00 0.00 0.00 0.10
H -1.1558 2.5246 -3.7454 0.00 0.00 0.00 0.10
O -1.8787 -1.7839 -0.2912 -0.02 -0.02 -0.01 -0.28
N -1.4507 -2.9322 0.1277 0.06 0.02 -0.11 -0.57
O -2.0563 -3.9334 -0.1696 -0.02 -0.01 0.04 0.08
O -0.4040 -2.9326 0.8042 -0.02 -0.01 0.03 -0.13
```
Forces are in eV/Å.